C3H8O2S2 | ωB97M-V/def2-TZVPD

Summary:
total energy	-29002.5927	eV
largest force on an atom	4.7	eV/Å
multiplicity	1
ΔE to the lowest compared entry with this formula, charge and spin	410.6	kJ/mol
frontier orbital gap (spin up / spin down)	6.55 / 9.22	eV
highest occupied orbital energy (spin up / spin down)	-7.70 / -9.05	eV

Geometry as XYZ:
```
15
C3H8O2S2 ωB97M-V/def2-TZVPD
C -2.325 -0.208 -0.921
C 2.731 0.255 -0.575
C -2.198 -0.348 0.568
O 3.707 -0.186 1.882
O 0.401 0.405 0.988
S 2.675 -0.729 1.009
S -0.914 0.976 1.233
H -2.539 0.918 -1.098
H -1.390 -0.458 -1.362
H -3.081 -0.664 -1.403
H 1.876 -0.199 -1.237
H 3.734 0.273 -0.885
H 2.290 1.154 -0.213
H -1.949 -1.308 0.981
H -3.020 0.118 1.032
```

Here are the Mulliken charges for atoms 1 to 5, given in e:
1. C -0.94
2. C -0.73
3. C -0.55
4. O -0.48
5. O -0.31

---

C7H17NO | ωB97M-V/def2-TZVPD

Summary:
total energy	-11071.4294	eV
largest force on an atom	4.5	eV/Å
multiplicity	1
ΔE to the lowest compared entry with this formula, charge and spin	164.9	kJ/mol
frontier orbital gap	9.21	eV
highest occupied orbital energy	-8.35	eV

Geometry as XYZ:
```
26
C7H17NO ωB97M-V/def2-TZVPD
C 1.724 2.757 0.806
C 0.396 2.024 0.743
C 0.521 0.267 0.388
C 1.769 -0.048 -0.420
O 0.534 -0.371 1.635
C -0.733 0.066 -0.362
C -1.068 -1.662 -0.447
C -1.907 -1.909 -1.686
N -1.744 -2.137 0.730
H 2.140 2.887 -0.194
H 1.613 3.759 1.227
H 2.426 2.176 1.406
H -0.067 2.039 1.731
H -0.289 2.553 0.080
H 2.658 0.147 0.179
H 1.804 0.554 -1.324
H 1.810 -1.105 -0.684
H 1.080 -1.163 1.595
H -1.610 0.466 0.143
H -0.651 0.441 -1.378
H -0.119 -2.202 -0.526
H -2.229 -2.951 -1.735
H -1.337 -1.686 -2.586
H -2.796 -1.277 -1.677
H -2.682 -1.753 0.785
H -1.243 -1.872 1.572
```

Here are the Mulliken charges for atoms 1 to 5, given in e:
1. C -1.23
2. C -0.66
3. C 1.25
4. C -1.73
5. O -0.64

---

HN2P | ωB97M-V/def2-TZVPD

Summary:
total energy	-12281.4633	eV
largest force on an atom	9.4	eV/Å
multiplicity	1
ΔE to the lowest compared entry with this formula, charge and spin	173.7	kJ/mol
frontier orbital gap (spin up / spin down)	7.88 / 7.58	eV
highest occupied orbital energy (spin up / spin down)	-8.24 / -8.35	eV

Geometry as XYZ:
```
4
HN2P ωB97M-V/def2-TZVPD
N -0.064 -0.551 1.367
N -0.545 -0.142 0.379
P -0.280 -0.159 -1.164
H 0.890 0.852 -0.582
```

What are the Mulliken partial charges on each atom? They are as follows, in elementary charge units:
1. N -0.20
2. N 0.22
3. P -0.08
4. H 0.06

---

C33H71Cl2NO7 | ωB97M-V/def2-TZVPD

Summary:
total energy	-76228.9870	eV
largest force on an atom	8.6	eV/Å
multiplicity	1
frontier orbital gap	9.34	eV
highest occupied orbital energy	-9.02	eV

Geometry as XYZ:
```
114
C33H71Cl2NO7 ωB97M-V/def2-TZVPD
C -2.930 5.323 1.356
C -1.458 5.396 0.628
Cl -1.488 5.790 -1.221
C -0.138 5.145 1.324
Cl 1.410 5.247 0.267
C -0.158 4.772 2.920
C 0.756 5.657 3.977
N 0.531 4.836 5.265
C -0.031 3.432 5.004
O -0.706 2.600 5.800
C 0.398 3.269 3.396
O 1.882 3.097 3.494
C 2.114 1.757 4.101
C 3.539 1.060 3.585
C 4.814 2.091 3.595
C 3.816 -0.357 4.409
C 2.422 -1.217 4.695
C 4.494 -0.114 5.903
H -2.927 5.739 2.474
H -3.296 4.200 1.436
H -3.734 5.937 0.767
H -1.210 4.780 3.484
H 0.148 6.657 4.206
H 1.896 5.811 3.760
H 1.432 4.557 5.757
H -0.193 2.499 2.742
H 2.211 1.798 5.284
H 1.184 1.097 3.749
H 3.349 0.727 2.459
H 5.338 2.224 4.636
H 4.556 3.183 3.203
H 5.649 1.689 2.842
H 4.490 -1.022 3.713
H 2.661 -2.302 5.076
H 1.878 -0.662 5.591
H 1.664 -1.183 3.791
H 4.447 -1.142 6.484
H 5.610 0.275 5.850
H 3.788 0.661 6.470
C 1.910 -1.299 -1.073
C 3.262 -1.393 -0.387
O 3.213 -2.033 0.886
C 2.756 -3.385 0.902
C 3.618 -4.327 0.082
H 1.182 -0.802 -0.424
H 1.994 -0.735 -2.006
H 1.510 -2.288 -1.315
H 3.636 -0.379 -0.210
H 3.997 -1.886 -1.031
H 1.708 -3.433 0.590
H 2.781 -3.706 1.950
H 3.592 -4.076 -0.982
H 3.268 -5.357 0.191
H 4.664 -4.273 0.404
C -2.210 2.814 -3.291
C -2.087 2.113 -4.632
O -3.336 1.690 -5.172
C -4.295 2.713 -5.436
C -3.822 3.742 -6.447
H -2.741 2.181 -2.572
H -1.219 3.048 -2.889
H -2.767 3.751 -3.374
H -1.484 1.208 -4.500
H -1.554 2.738 -5.356
H -4.608 3.189 -4.502
H -5.182 2.209 -5.838
H -2.961 4.307 -6.075
H -4.620 4.456 -6.668
H -3.513 3.255 -7.379
C 7.671 -5.771 -4.172
C 6.195 -6.129 -4.167
O 5.380 -5.182 -3.479
C 5.381 -3.851 -3.991
C 4.883 -3.749 -5.421
H 8.036 -5.625 -3.150
H 8.255 -6.566 -4.645
H 7.860 -4.845 -4.721
H 6.068 -7.084 -3.646
H 5.823 -6.280 -5.185
H 6.375 -3.405 -3.884
H 4.712 -3.271 -3.344
H 5.543 -4.276 -6.116
H 4.833 -2.703 -5.734
H 3.887 -4.195 -5.515
C -11.103 3.159 -4.145
C -9.979 4.168 -4.300
O -8.694 3.647 -3.971
C -8.236 2.542 -4.749
C -8.105 2.854 -6.228
H -11.109 2.740 -3.133
H -12.070 3.632 -4.337
H -10.995 2.323 -4.843
H -10.161 5.002 -3.614
H -9.968 4.594 -5.308
H -8.877 1.671 -4.582
H -7.247 2.277 -4.356
H -9.074 3.083 -6.680
H -7.680 2.000 -6.763
H -7.459 3.726 -6.383
C -0.393 -5.443 3.116
C 0.684 -5.312 4.178
O 0.332 -4.430 5.242
C -0.823 -4.780 6.003
C -0.705 -6.122 6.702
H -0.668 -4.460 2.720
H -0.042 -6.069 2.290
H -1.303 -5.899 3.517
H 1.584 -4.895 3.714
H 0.966 -6.291 4.576
H -1.717 -4.736 5.375
H -0.940 -3.997 6.762
H -0.630 -6.945 5.986
H -1.582 -6.303 7.330
H 0.192 -6.153 7.330
```

Here are the Mulliken charges for atoms 1 to 5, given in e:
1. C -0.90
2. C 0.22
3. Cl -0.20
4. C -0.04
5. Cl -0.17

---

C19H29IN2O7PS3 | ωB97M-V/def2-TZVPD

Summary:
total energy	-87379.1588	eV
largest force on an atom	7.1	eV/Å
multiplicity	1
frontier orbital gap	5.94	eV
highest occupied orbital energy	-4.80	eV
net charge	-1

Geometry as XYZ:
```
62
C19H29IN2O7PS3 ωB97M-V/def2-TZVPD
C -5.953 -0.338 2.638
C -5.487 0.239 1.203
C -5.805 -0.701 -0.059
I -6.936 -2.518 0.542
C -4.533 -1.231 -0.892
C -5.176 -1.656 -2.303
O -5.770 -0.872 -3.108
O -5.109 -3.017 -2.625
O -4.188 -2.488 -0.203
C -3.009 -2.363 0.610
O -2.443 -3.210 1.321
O -2.583 -0.984 0.428
C -3.119 -0.498 -0.825
C -2.193 -1.246 -1.923
C -0.634 -1.336 -1.535
C 0.359 -0.979 -2.789
S 1.599 0.289 -2.233
C 3.110 -0.577 -1.516
S 4.118 -1.304 -2.675
N 3.420 -0.598 -0.084
C 2.454 0.187 0.737
C 2.731 1.790 0.701
C 3.635 -1.975 0.449
C 2.293 -2.786 0.825
P -2.929 1.316 -1.311
O -3.540 2.430 -0.176
O -1.276 1.758 -1.555
S -3.817 1.735 -3.020
H -5.646 0.461 3.422
H -7.100 -0.421 2.741
H -5.414 -1.307 2.921
H -6.094 1.215 1.052
H -4.401 0.562 1.324
H -6.527 -0.151 -0.770
H -2.540 -2.328 -2.144
H -2.247 -0.701 -2.941
H -0.312 -0.622 -0.696
H -0.408 -2.440 -1.291
H -0.212 -0.521 -3.678
H 0.934 -1.891 -3.164
H 1.351 -0.053 0.543
H 2.643 -0.125 1.837
H 1.807 2.402 0.427
H 3.025 2.126 1.768
H 3.605 1.952 -0.037
H 4.223 -1.846 1.441
H 4.276 -2.651 -0.205
H 2.310 -3.013 1.959
H 2.356 -3.814 0.309
H 1.320 -2.303 0.482
H -4.379 2.759 -0.569
H -1.168 1.986 -2.510
N 6.362 2.182 1.642
C 5.839 3.376 2.060
C 6.839 4.317 2.015
C 8.007 3.668 1.546
C 7.682 2.352 1.321
H 5.854 1.314 1.578
H 4.804 3.453 2.355
H 6.739 5.357 2.288
H 8.979 4.114 1.389
H 8.275 1.524 0.963
```

Here are the Mulliken charges for atoms 1 to 5, given in e:
1. C -1.37
2. C 0.20
3. C -1.12
4. I 0.07
5. C 1.53

---

C2HClNOS2 | ωB97M-V/def2-TZVPD

Summary:
total energy	-39819.4086	eV
largest force on an atom	3.6	eV/Å
multiplicity	1
ΔE to the lowest compared entry with this formula, charge and spin	317.7	kJ/mol
frontier orbital gap	6.97	eV
highest occupied orbital energy	-3.71	eV
net charge	-1

Geometry as XYZ:
```
8
C2HClNOS2 ωB97M-V/def2-TZVPD
C -2.013 0.137 0.471
C 0.334 0.813 0.021
N -0.908 0.581 0.254
O 0.689 -1.829 0.649
S 1.130 2.129 -0.488
S 1.467 -0.591 0.624
Cl -2.606 -0.931 -0.918
H 1.905 -0.308 -0.612
```

Here are the Mulliken charges for atoms 1 to 5, given in e:
1. C -0.27
2. C 0.06
3. N 0.01
4. O -0.57
5. S -0.41

---

C3H10OS | ωB97M-V/def2-TZVPD

Summary:
total energy	-16151.9173	eV
largest force on an atom	2.0	eV/Å
multiplicity	1
ΔE to the lowest compared entry with this formula, charge and spin	381.0	kJ/mol
frontier orbital gap	5.57	eV
highest occupied orbital energy	-7.02	eV

Geometry as XYZ:
```
15
C3H10OS ωB97M-V/def2-TZVPD
C -1.125 -0.145 -0.587
C 0.542 -0.849 -1.102
C 0.038 0.405 -1.482
S 0.040 1.831 1.350
H -1.791 0.720 -0.447
H -0.910 -0.449 0.444
H -1.757 -0.825 -1.165
H 0.402 -1.736 -1.708
H 1.180 -0.922 -0.219
H -0.272 0.565 -2.511
H 0.502 1.303 -1.076
H 0.516 2.552 2.383
H 0.578 -0.105 1.765
H 1.251 -1.269 2.591
O 0.806 -1.077 1.764
```

Here are the Mulliken charges for atoms 1 to 5, given in e:
1. C -1.13
2. C -0.15
3. C -0.10
4. S -0.71
5. H 0.45

---

C7H14AlF7N3P | ωB97M-V/def2-TZVPD

Summary:
total energy	-46871.6118	eV
largest force on an atom	1.3	eV/Å
multiplicity	1
frontier orbital gap	8.67	eV
highest occupied orbital energy	-9.75	eV

Geometry as XYZ:
```
33
C7H14AlF7N3P ωB97M-V/def2-TZVPD
C 2.136 -2.227 2.288
P 3.189 -1.609 0.919
C 2.313 -2.009 -0.620
N 3.154 0.156 0.957
C 2.057 0.902 0.557
N 2.281 2.014 -0.165
N 0.838 0.525 0.808
C -0.382 1.171 0.317
C -1.446 0.137 -0.060
C -2.471 -0.080 1.004
F -2.118 0.311 2.257
C -3.626 -0.688 0.847
F -4.154 -0.944 -0.329
F -4.383 -1.120 1.839
H 1.066 -1.994 2.292
H 2.238 -3.314 2.261
H 2.575 -1.879 3.225
H 2.049 -3.068 -0.560
H 1.401 -1.450 -0.841
H 3.020 -1.891 -1.442
H 3.567 0.528 1.805
H 1.798 2.854 0.131
H 3.270 2.176 -0.311
H 0.723 -0.297 1.385
H -0.744 1.855 1.086
H -0.138 1.755 -0.571
H -0.943 -0.816 -0.269
H -1.850 0.481 -1.007
F -4.333 0.594 -3.911
Al -3.141 1.739 -3.616
F -3.658 2.853 -2.457
F -2.647 2.510 -5.021
F -1.800 0.940 -2.886
```

Here are the Mulliken charges for atoms 1 to 5, given in e:
1. C -1.06
2. P 0.05
3. C -0.76
4. N -0.36
5. C 0.61

---

C4H8Br2O4S2 | ωB97M-V/def2-TZVPD

Summary:
total energy	-174217.8142	eV
largest force on an atom	4.0	eV/Å
multiplicity	1
ΔE to the lowest compared entry with this formula, charge and spin	165.4	kJ/mol
frontier orbital gap (spin up / spin down)	7.65 / 7.65	eV
highest occupied orbital energy (spin up / spin down)	-9.30 / -9.29	eV

Geometry as XYZ:
```
20
C4H8Br2O4S2 ωB97M-V/def2-TZVPD
C -3.057 0.867 -0.730
S -2.493 -0.152 0.646
O -2.616 -1.514 0.166
O -3.177 0.199 1.823
O -0.904 0.178 0.777
S 0.594 -0.285 -0.094
C 0.743 -1.967 0.335
O 0.271 -0.247 -1.458
C 2.536 0.119 0.016
Br 3.314 -0.823 1.578
C 3.003 1.536 0.030
Br 2.233 2.289 -1.701
H -2.661 1.935 -0.561
H -2.598 0.326 -1.672
H -4.152 0.789 -0.969
H 1.009 -2.148 1.335
H -0.134 -2.488 0.042
H 1.503 -2.274 -0.288
H 4.040 1.641 -0.077
H 2.546 2.021 0.802
```

Here are the Mulliken charges for atoms 1 to 5, given in e:
1. C -0.82
2. S 1.16
3. O -0.63
4. O -0.58
5. O -0.46

---

C46H56BN13O2S5SeV | ωB97M-V/def2-TZVPD

Summary:
⟨S²⟩	0.86
total energy	-217967.3530	eV
largest force on an atom	0.5	eV/Å
multiplicity	2
ΔE to the lowest compared entry with this formula, charge and spin	0.0	kJ/mol
frontier orbital gap (spin up / spin down)	6.12 / 6.50	eV
highest occupied orbital energy (spin up / spin down)	-7.04 / -7.03	eV

Geometry as XYZ:
```
125
C46H56BN13O2S5SeV ωB97M-V/def2-TZVPD
V 0.649 -0.161 0.531
C -1.250 -4.432 2.355
C -1.368 -3.065 2.946
C -1.671 -2.825 4.255
C -1.782 -1.504 4.734
N -1.582 -0.483 3.939
N -1.290 -0.716 2.671
B -1.208 0.481 1.658
N -2.550 0.536 0.884
N -3.437 -0.407 1.239
C -4.574 -0.488 0.622
C -4.904 0.419 -0.419
C -4.021 1.376 -0.789
C -4.271 2.289 -1.941
C -2.767 1.459 -0.087
S -1.593 2.589 -0.480
C -5.497 -1.606 1.095
C -6.061 -1.214 2.467
C -4.691 -2.905 1.222
C -6.645 -1.835 0.111
N -1.033 1.811 2.432
N -2.149 2.239 3.035
C -2.136 3.391 3.634
C -0.945 4.161 3.704
C 0.182 3.743 3.075
C 1.455 4.526 3.064
C 0.099 2.514 2.355
S 1.348 1.998 1.322
C -3.443 3.902 4.218
C -4.580 2.919 3.943
C -3.286 4.098 5.731
C -3.772 5.247 3.553
C -1.164 -1.930 2.131
S -0.842 -1.979 0.444
C -2.113 -1.199 6.187
C -2.696 0.208 6.319
C -0.812 -1.282 6.996
C -3.130 -2.210 6.729
H -1.395 -5.201 3.112
H -0.271 -4.560 1.891
H -1.996 -4.562 1.567
H -1.828 -3.658 4.928
H -5.839 0.320 -0.953
H -5.292 2.177 -2.305
H -3.576 2.045 -2.751
H -4.078 3.325 -1.668
H -5.247 -1.060 3.180
H -6.716 -2.002 2.846
H -6.639 -0.289 2.405
H -3.903 -2.795 1.967
H -4.229 -3.167 0.266
H -5.349 -3.721 1.528
H -7.311 -0.972 0.052
H -7.241 -2.685 0.447
H -6.272 -2.058 -0.891
H -0.945 5.103 4.238
H 1.362 5.425 3.670
H 1.716 4.808 2.042
H 2.279 3.918 3.444
H -4.365 1.937 4.363
H -4.736 2.790 2.871
H -5.500 3.302 4.388
H -3.088 3.146 6.228
H -4.206 4.514 6.147
H -2.473 4.786 5.972
H -3.833 5.135 2.468
H -3.020 6.006 3.776
H -4.733 5.613 3.917
H -2.020 0.957 5.909
H -2.870 0.429 7.374
H -3.648 0.287 5.790
H -0.122 -0.501 6.670
H -0.321 -2.250 6.871
H -1.020 -1.138 8.058
H -4.014 -2.265 6.089
H -3.452 -1.899 7.724
H -2.709 -3.212 6.826
O 5.605 -0.490 2.978
C 4.681 -0.701 3.924
C 5.128 -0.775 5.245
C 4.238 -0.995 6.273
C 2.877 -1.142 6.014
C 2.424 -1.061 4.713
C 3.307 -0.848 3.649
C 2.778 -0.793 2.275
O 1.496 -0.962 2.084
N 3.604 -0.582 1.294
N 2.963 -0.605 0.054
C 3.743 -0.274 -0.914
S 3.262 -0.477 -2.580
C 4.853 -0.016 -3.301
C 5.511 0.976 -2.366
S 5.359 0.353 -0.669
H 5.135 -0.441 2.111
H 6.188 -0.659 5.428
H 4.603 -1.055 7.291
H 2.190 -1.321 6.829
H 1.371 -1.173 4.482
H 4.636 0.446 -4.264
H 5.461 -0.910 -3.433
H 5.023 1.947 -2.434
H 6.573 1.088 -2.583
N 0.457 0.251 -1.456
C 0.496 0.896 -2.422
C 0.543 1.660 -3.567
C 1.806 2.045 -4.085
N 2.835 2.351 -4.511
C -0.659 2.072 -4.192
N -1.637 2.410 -4.702
C -3.230 -0.211 -5.581
N -2.005 -0.832 -5.115
C -0.809 -0.847 -5.807
C 0.071 -1.545 -5.068
N -0.593 -1.949 -3.923
C -0.033 -2.809 -2.898
C -1.876 -1.502 -3.945
Se -3.154 -1.701 -2.633
H -3.202 -0.175 -6.668
H -3.310 0.799 -5.185
H -4.072 -0.814 -5.247
H -0.692 -0.340 -6.748
H 1.105 -1.785 -5.241
H 0.469 -3.653 -3.371
H -0.852 -3.165 -2.278
H 0.676 -2.262 -2.278
```

Here are the Mulliken charges for atoms 1 to 5, given in e:
1. V 0.29
2. C -1.86
3. C 0.20
4. C -1.15
5. C 0.18

---

C2H5FOS | ωB97M-V/def2-TZVPD

Summary:
total energy	-17752.5952	eV
largest force on an atom	4.9	eV/Å
multiplicity	1
ΔE to the lowest compared entry with this formula, charge and spin	160.6	kJ/mol
frontier orbital gap	9.75	eV
highest occupied orbital energy	-9.04	eV

Geometry as XYZ:
```
10
C2H5FOS ωB97M-V/def2-TZVPD
C -0.561 0.477 0.607
C 2.354 0.190 0.982
O 0.453 -1.801 1.433
F 2.078 1.231 0.116
S 0.448 -0.411 1.787
H -1.309 -0.252 0.737
H -0.341 0.703 -0.476
H -0.811 1.466 0.983
H 2.741 0.574 1.855
H 2.940 -0.545 0.386
```

Here are the Mulliken charges for atoms 1 to 5, given in e:
1. C -0.84
2. C -0.24
3. O -0.55
4. F -0.27
5. S 0.43